{"formula": "C16H37F3N8O8S2Si2V", "method": "ωB97M-V/def2-TZVPD", "species": ["V", "C", "N", "C", "C", "N", "N", "C", "N", "N", "H", "H", "H", "H", "H", "H", "H", "H", "H", "H", "H", "F", "C", "F", "F", "S", "O", "O", "O", "C", "N", "C", "C", "O", "N", "C", "N", "H", "H", "H", "H", "H", "H", "H", "C", "Si", "C", "C", "C", "Si", "C", "C", "C", "H", "H", "H", "H", "H", "H", "H", "H", "H", "H", "H", "H", "H", "H", "H", "H", "H", "H", "H", "O", "S", "O", "O", "O"], "positions_angstrom": [[-0.32764, -1.18224, -1.62585], [-2.74531, 3.20210, -3.41887], [-1.56520, 2.79610, -2.67087], [-1.47880, 3.35780, -1.32684], [-0.94019, 1.60418, -2.93417], [0.16479, 1.22134, -2.41133], [-1.56939, 0.84978, -3.94297], [-1.11279, -0.40852, -4.28801], [-1.81303, -0.97154, -5.33107], [-0.05277, -0.93701, -3.77338], [-2.89409, 4.26935, -3.25967], [-3.64107, 2.66025, -3.09727], [-2.59129, 3.02822, -4.48245], [-2.48561, 3.52416, -0.93892], [-0.94868, 4.31446, -1.33808], [-0.97269, 2.67101, -0.64355], [0.55677, 1.85569, -1.72478], [-2.58100, 0.76709, -3.70036], [-2.75731, -0.61526, -5.39338], [-1.81069, -1.97981, -5.28419], [0.18444, -1.82847, -4.19796], [-0.55364, -3.88039, -3.14525], [-0.52928, -4.40974, -1.91011], [0.02220, -5.62214, -2.04104], [-1.77007, -4.57805, -1.48539], [0.49050, -3.32957, -0.73520], [1.34970, -4.30434, -0.14381], [-0.50213, -2.71208, 0.12484], [1.05546, -2.39179, -1.71913], [2.91019, -3.22745, 3.89571], [2.78343, -2.92707, 2.49250], [3.82678, -3.17806, 1.52783], [3.31517, -2.36964, 0.31227], [3.87756, -2.33019, -0.75740], [2.15402, -1.73517, 0.67890], [1.88492, -2.08337, 1.93074], [0.86002, -1.59455, 2.62866], [3.76589, -3.88617, 4.02494], [2.02596, -3.74114, 4.28026], [3.07504, -2.32203, 4.48904], [3.90110, -4.23533, 1.26816], [4.79526, -2.79887, 1.86524], [0.22703, -0.99826, 2.08479], [0.45409, -2.16324, 3.35407], [-2.31074, 2.85190, 2.27930], [-1.27791, 1.24075, 2.37547], [-0.57114, 1.28505, 4.15987], [-2.46642, -0.23948, 2.27341], [0.02210, 1.09936, 1.10576], [1.69181, 1.83876, 0.97377], [2.69344, 1.65262, 2.59377], [2.75276, 1.19304, -0.46329], [1.56267, 3.74769, 0.74889], [-2.90676, 3.00306, 3.18493], [-2.99688, 2.82388, 1.42969], [-1.65810, 3.71871, 2.15545], [-1.35669, 1.16992, 4.91288], [-0.07067, 2.23728, 4.35316], [0.16058, 0.48920, 4.31215], [-3.51268, 0.04541, 2.40241], [-2.24181, -1.00653, 3.01953], [-2.39141, -0.70327, 1.28863], [-0.26580, 0.47067, 0.25594], [2.88865, 0.59483, 2.78829], [2.13320, 2.05070, 3.44188], [3.65496, 2.17276, 2.55086], [3.71512, 0.81034, -0.12099], [2.94860, 1.95530, -1.22129], [2.24480, 0.36275, -0.94973], [0.81343, 4.15674, 1.43015], [1.26586, 4.01397, -0.26921], [2.51569, 4.24474, 0.95771], [-2.66747, -2.03903, -2.74898], [-3.08929, -0.97160, -1.84552], [-3.84550, -1.38791, -0.70432], [-1.72841, -0.37895, -1.31843], [-3.74364, 0.11734, -2.58879]], "atomic_forces_ev_per_a": [[3.5562, 2.5214, -2.6344], [0.1101, -0.0594, -0.1148], [-0.4025, -0.5236, -0.0022], [0.1776, 0.1005, -0.0089], [0.6602, 1.0472, -0.2256], [-0.1155, -0.8211, 0.6269], [-0.3732, -0.4642, 0.6502], [0.3930, 0.4267, -1.0137], [0.0485, 0.1164, 0.3671], [-0.0534, -0.9675, 0.6778], [-0.0141, -0.0147, -0.0117], [-0.0234, 0.0582, 0.0470], [-0.0290, 0.0635, -0.0100], [-0.0113, -0.0400, -0.0194], [-0.0146, -0.0222, 0.0305], [-0.0020, 0.0315, 0.0601], [-0.1721, 0.1770, -0.0437], [0.2005, 0.1837, -0.3061], [0.0160, 0.0123, -0.1494], [-0.0582, -0.0300, 0.0261], [-0.1186, 0.0221, -0.1935], [-0.1036, 0.1033, 0.0257], [0.0310, -0.4581, -0.2156], [0.1285, 0.1219, 0.2028], [0.0058, 0.1521, 0.1166], [0.2462, -4.6762, 1.0127], [0.1163, 0.4037, -0.1062], [-0.2439, 1.0735, -1.0156], [1.9882, -1.3212, -0.4048], [-0.1052, 0.1555, 0.0060], [0.0205, -0.2779, 0.0213], [-0.1004, 0.0627, -0.2428], [0.3672, 0.0475, 0.5838], [-0.0333, -0.0100, -0.0220], [-0.1555, 0.2197, 0.0323], [0.5890, 0.1782, 0.0815], [-0.2788, -0.3696, -0.1556], [-0.0330, -0.0337, 0.0348], [0.0138, -0.0199, 0.0107], [-0.0213, -0.0153, 0.0097], [0.0722, 0.0144, -0.0202], [0.0019, -0.0142, -0.0505], [0.1778, 0.4159, 0.0625], [0.0992, 0.0860, 0.0573], [-0.0599, -0.2929, 0.1428], [0.5680, 0.2626, -0.3141], [-0.1445, 0.0098, -0.2061], [0.0666, 0.1645, -0.0893], [0.3199, -0.2711, 0.0922], [-0.7953, 0.1787, 0.5965], [0.0134, 0.0168, -0.2914], [-0.1863, 0.0525, 0.0620], [0.3186, -0.2456, 0.0512], [-0.0467, 0.0228, 0.0100], [-0.0079, -0.0088, -0.0500], [0.0675, 0.0017, -0.0081], [-0.0699, 0.0295, -0.0289], [0.0357, 0.0190, 0.0042], [0.0416, -0.0037, -0.0235], [-0.0245, 0.0274, 0.0652], [0.0454, -0.0060, 0.0479], [-0.0500, -0.0356, 0.0167], [-0.0567, 0.1596, 0.0552], [-0.0184, -0.0327, 0.0281], [-0.0339, -0.0117, 0.0061], [0.0271, 0.0200, -0.0329], [0.0179, -0.0118, 0.0547], [-0.0025, 0.0662, 0.0101], [0.0991, -0.0808, -0.0738], [-0.0410, -0.0175, 0.0356], [-0.0245, -0.0115, -0.0226], [0.0256, 0.0568, -0.0384], [0.8273, -0.2442, 0.2377], [-3.1467, -0.0189, -0.1208], [0.2736, -0.1342, 0.0774], [-5.0373, 2.7812, 1.7356], [0.4419, -0.0985, 0.1943]], "s_squared": 2.007, "total_energy_ev": -116763.2265, "homo_ha": [-0.120, -0.120], "charge": -1, "multiplicity": 3, "lumo_ev": [1.91, 2.45]}